# 1
Molecular formula: CH5N3S
Method: DFT, ωB97M-V with the def2-TZVPD basis set

lowest unoccupied orbital energy: 0.83 eV
SMILES: N/N=C\NS
energy above the lowest of the compared OMol25 structures with the same formula, charge and spin: 33.7 kcal per mole
total charge: 0

XYZ file:
```
10
CH5N3S, DFT ωB97M-V with the def2-TZVPD basis set
N 2.12 -0.68 -0.03
N 1.77 0.70 -0.04
C 0.50 0.79 0.06
N -0.29 -0.29 -0.01
S -1.95 -0.08 -0.08
H 3.16 -0.78 -0.27
H 1.98 -1.13 0.86
H 0.02 1.72 0.15
H 0.10 -1.16 -0.44
H -2.28 -0.31 1.23
```

---

# 2
Molecular formula: H14LiO7
Method: DFT, ωB97M-V with the def2-TZVPD basis set

lowest unoccupied orbital energy: -3.33 eV
energy above the lowest of the compared OMol25 structures with the same formula, charge and spin: 10.5 kcal per mole
total charge: +1

XYZ file:
```
22
H14LiO7, DFT ωB97M-V with the def2-TZVPD basis set
Li 4.44 -13.43 -9.19
O 2.75 -11.78 -11.08
H 3.01 -10.88 -10.84
H 1.83 -11.85 -10.78
O 4.92 -14.27 -11.16
H 4.43 -15.04 -11.49
H 5.84 -14.45 -11.39
O 2.49 -14.35 -9.80
H 2.48 -13.90 -10.66
H 1.68 -14.86 -9.77
O 5.54 -11.64 -9.32
H 5.50 -11.03 -8.58
H 6.21 -11.27 -9.91
O 5.84 -14.46 -7.99
H 6.56 -14.60 -8.62
H 6.23 -14.61 -7.12
O 3.43 -12.50 -7.79
H 4.20 -12.41 -7.20
H 2.80 -11.85 -7.46
O 2.24 -15.40 -7.15
H 1.44 -15.72 -7.57
H 2.32 -14.47 -7.41
```

---

# 3
Molecular formula: C29H37NO8S3
Method: DFT, ωB97M-V with the def2-TZVPD basis set

lowest unoccupied orbital energy: 0.58 eV
SMILES: CC(=O)OCc1cccc2c1Nc1cc(Cc3ccccc3C)ccc1S2.CCOS(C)(=O)=O.CCOS(C)(=O)=O
total charge: 0

XYZ file:
```
78
C29H37NO8S3, DFT ωB97M-V with the def2-TZVPD basis set
C 1.82 -0.47 -0.18
C 0.53 -0.91 -0.77
O 0.00 -1.94 -0.46
O 0.04 -0.08 -1.70
C -1.38 -0.17 -1.91
C -2.07 0.48 -0.76
C -2.78 -0.23 0.20
C -3.37 0.42 1.28
C -3.25 1.79 1.44
C -2.53 2.51 0.49
C -1.97 1.87 -0.61
N -1.25 2.63 -1.59
C -0.23 3.43 -0.97
C 1.07 3.35 -1.43
C 2.07 4.12 -0.82
C 3.49 3.96 -1.32
C 4.12 2.72 -0.74
C 4.18 2.55 0.65
C 4.75 1.42 1.22
C 5.28 0.41 0.42
C 5.21 0.56 -0.96
C 4.64 1.69 -1.55
C 4.59 1.75 -3.06
C 1.73 4.97 0.22
C 0.42 5.05 0.70
C -0.55 4.26 0.10
S -2.25 4.26 0.62
H 2.61 -1.15 -0.49
H 1.75 -0.52 0.90
H 2.11 0.53 -0.48
H -1.70 -1.19 -2.08
H -1.57 0.40 -2.81
H -2.85 -1.30 0.11
H -3.91 -0.14 2.03
H -3.67 2.30 2.30
H -1.90 3.28 -2.03
H 1.31 2.68 -2.24
H 4.08 4.84 -1.07
H 3.43 3.82 -2.39
H 3.77 3.30 1.30
H 4.79 1.33 2.30
H 5.73 -0.46 0.86
H 5.61 -0.22 -1.57
H 4.91 2.73 -3.41
H 3.57 1.59 -3.40
H 5.21 0.97 -3.49
H 2.48 5.59 0.70
H 0.17 5.71 1.51
C 1.66 -3.76 -4.44
C 1.94 -4.23 -3.02
O 3.26 -4.80 -2.87
S 4.50 -3.79 -2.84
C 5.70 -4.94 -2.27
O 4.26 -2.80 -1.84
O 4.82 -3.40 -4.18
H 2.30 -2.92 -4.71
H 0.62 -3.44 -4.52
H 1.85 -4.56 -5.15
H 1.81 -3.42 -2.30
H 1.26 -5.03 -2.75
H 5.44 -5.26 -1.27
H 6.66 -4.42 -2.27
H 5.74 -5.78 -2.96
C -7.50 -3.69 4.63
C -7.84 -2.46 3.80
O -8.01 -1.28 4.61
S -6.71 -0.58 5.19
C -7.46 0.92 5.71
O -5.80 -0.33 4.11
O -6.26 -1.30 6.34
H -6.52 -3.60 5.09
H -7.49 -4.57 3.99
H -8.23 -3.83 5.43
H -7.09 -2.27 3.03
H -8.80 -2.60 3.31
H -7.83 1.45 4.84
H -6.69 1.50 6.22
H -8.27 0.69 6.40
```

---

# 4
Molecular formula: C44H52ClGe2N5O4S2Y
Method: DFT, ωB97M-V with the def2-TZVPD basis set

lowest unoccupied orbital energy: -2.85 eV
energy above the lowest of the compared OMol25 structures with the same formula, charge and spin: 0.0 kcal per mole
total charge: +1

XYZ file:
```
111
C44H52ClGe2N5O4S2Y, DFT ωB97M-V with the def2-TZVPD basis set
Y 1.13 -1.27 0.44
C 4.07 -1.45 2.16
C 4.36 -0.58 0.96
C 5.72 -0.27 0.76
C 6.07 0.55 -0.26
C 5.07 1.08 -1.11
C 5.40 1.93 -2.18
C 4.43 2.38 -3.02
C 3.10 1.98 -2.82
C 2.73 1.20 -1.75
S 1.07 0.58 -1.58
C 3.73 0.70 -0.87
N 3.40 -0.13 0.18
H 4.63 -1.07 3.01
H 4.42 -2.47 1.96
H 3.03 -1.50 2.45
H 6.46 -0.69 1.42
H 7.11 0.82 -0.44
H 6.44 2.21 -2.33
H 4.67 3.01 -3.87
H 2.35 2.29 -3.53
O 1.80 -5.92 4.36
C 0.86 -5.12 4.83
O 0.44 -5.19 5.96
C 0.30 -4.09 3.89
C -0.83 -3.33 4.14
Cl -1.85 -3.35 5.49
N -1.02 -2.48 3.11
N -0.03 -2.62 2.20
C 0.75 -3.61 2.65
C 1.85 -4.07 1.72
O 2.37 -5.16 1.87
O 2.10 -3.23 0.78
C -2.19 -1.68 2.86
C -2.08 -0.33 2.60
C -3.23 0.42 2.41
C -4.48 -0.18 2.51
C -4.57 -1.54 2.75
C -3.43 -2.30 2.92
H 2.04 -5.73 3.42
H -1.11 0.14 2.55
H -3.15 1.48 2.21
H -5.37 0.41 2.39
H -5.54 -2.02 2.80
H -3.50 -3.37 3.09
C -2.43 -2.00 -3.93
C -1.07 -1.92 -3.23
Ge -1.23 -1.59 -1.27
C -2.48 -3.04 -0.68
C -3.97 -2.71 -0.59
C -2.40 0.03 -1.28
C -2.23 1.35 -1.48
Ge -0.53 2.25 -1.90
C -0.02 3.63 -0.60
C -0.74 4.98 -0.75
C -0.10 2.80 -3.74
C -1.06 3.65 -4.58
C -3.39 2.29 -1.35
C -4.45 2.01 -0.47
C -5.53 2.86 -0.35
C -5.60 4.02 -1.11
C -4.57 4.32 -1.98
C -3.48 3.46 -2.09
H -2.32 -2.21 -4.99
H -2.98 -1.06 -3.83
H -3.05 -2.79 -3.50
H -0.47 -1.12 -3.67
H -0.52 -2.85 -3.38
H -2.14 -3.41 0.29
H -2.32 -3.86 -1.38
H -4.17 -1.89 0.09
H -4.55 -3.57 -0.24
H -4.38 -2.43 -1.57
H -3.43 -0.23 -1.08
H 1.06 3.77 -0.70
H -0.21 3.21 0.39
H -0.60 5.40 -1.75
H -0.35 5.70 -0.03
H -1.81 4.88 -0.58
H 0.12 1.87 -4.27
H 0.84 3.35 -3.64
H -1.96 3.11 -4.85
H -0.56 3.94 -5.51
H -1.35 4.57 -4.08
H -4.41 1.11 0.12
H -6.34 2.61 0.33
H -6.45 4.68 -1.02
H -4.61 5.21 -2.59
H -2.70 3.70 -2.80
N 2.39 3.12 5.21
C 2.02 2.24 4.27
C 1.59 0.94 4.60
C 1.22 0.08 3.61
N 1.24 0.37 2.29
C 1.66 1.62 1.98
C 2.04 2.56 2.90
H 2.32 2.90 6.18
H 2.64 4.06 4.96
H 1.54 0.62 5.63
H 0.88 -0.92 3.88
H 1.68 1.86 0.93
H 2.35 3.54 2.56
C 2.31 -4.18 -2.18
S 2.74 -2.45 -1.96
C 2.55 -1.90 -3.67
H 1.29 -4.27 -2.55
H 2.40 -4.66 -1.21
H 3.00 -4.64 -2.88
H 3.29 -2.40 -4.28
H 2.71 -0.83 -3.71
H 1.55 -2.13 -4.02
```

---

# 5
Molecular formula: C69H172N12O
Method: DFT, ωB97M-V with the def2-TZVPD basis set

lowest unoccupied orbital energy: 0.56 eV
SMILES: CCN(CC)CC.CCN(CC)CC.CCN(CC)CC.CCN(CC)CC.CCN(CC)CC.CCN(CC)CC.CCN(CC)CC.CCN(CC)CC.CCN(CC)CC.CCN(CC)CC.CCN(CC)CC.CNC(C)=O
energy above the lowest of the compared OMol25 structures with the same formula, charge and spin: 0.0 kcal per mole
total charge: 0

XYZ file:
```
254
C69H172N12O, DFT ωB97M-V with the def2-TZVPD basis set
C -2.91 6.43 0.21
C -3.73 5.85 -0.92
N -5.02 5.26 -0.58
C -5.75 4.87 -1.78
C -7.24 4.68 -1.53
C -4.91 4.19 0.40
C -4.01 3.01 0.00
H -2.04 6.90 -0.25
H -2.56 5.71 0.95
H -3.46 7.24 0.71
H -3.94 6.62 -1.67
H -3.16 5.13 -1.52
H -5.59 5.63 -2.55
H -5.40 3.91 -2.19
H -7.70 5.56 -1.07
H -7.75 4.42 -2.46
H -7.40 3.85 -0.83
H -5.90 3.83 0.68
H -4.52 4.60 1.33
H -3.72 2.41 0.87
H -3.07 3.31 -0.47
H -4.58 2.27 -0.56
C 0.44 -6.81 3.51
C -0.88 -6.36 2.91
N -0.81 -6.23 1.46
C -2.11 -6.21 0.82
C -2.93 -4.93 0.99
C 0.18 -5.27 0.99
C 0.44 -5.35 -0.51
H 0.44 -7.04 4.57
H 1.20 -6.03 3.45
H 0.80 -7.66 2.91
H -1.70 -7.05 3.15
H -1.21 -5.43 3.41
H -1.95 -6.40 -0.24
H -2.73 -7.04 1.16
H -2.35 -4.02 0.86
H -3.77 -4.94 0.30
H -3.28 -4.90 2.03
H 1.14 -5.41 1.47
H -0.26 -4.28 1.16
H 1.04 -6.25 -0.74
H 0.93 -4.48 -0.94
H -0.46 -5.51 -1.10
C 5.39 -1.56 -5.95
C 4.35 -0.64 -5.30
N 3.15 -1.39 -4.97
C 3.28 -2.35 -3.88
C 2.30 -3.50 -4.02
C 1.99 -0.53 -4.79
C 1.45 0.07 -6.09
H 6.25 -1.04 -6.38
H 4.96 -2.19 -6.73
H 5.83 -2.23 -5.21
H 4.79 -0.12 -4.43
H 4.07 0.12 -6.02
H 4.30 -2.74 -3.84
H 3.14 -1.82 -2.92
H 2.52 -4.31 -3.33
H 1.27 -3.21 -3.81
H 2.29 -3.85 -5.06
H 2.25 0.26 -4.07
H 1.19 -1.11 -4.33
H 2.10 0.83 -6.51
H 0.49 0.57 -5.93
H 1.25 -0.66 -6.88
C 3.51 4.06 2.31
C 2.37 5.08 2.52
N 1.17 4.57 3.16
C 0.58 3.47 2.39
C -0.82 3.07 2.82
C 1.36 4.23 4.57
C 1.57 5.47 5.43
H 4.42 4.55 1.98
H 3.20 3.37 1.52
H 3.79 3.48 3.19
H 2.81 5.90 3.09
H 2.11 5.53 1.56
H 1.23 2.58 2.38
H 0.55 3.85 1.37
H -0.73 2.56 3.80
H -1.27 2.29 2.20
H -1.52 3.88 3.00
H 0.46 3.71 4.90
H 2.16 3.49 4.72
H 2.56 5.92 5.33
H 0.82 6.23 5.22
H 1.53 5.17 6.48
C -4.96 -2.19 -5.93
C -3.89 -1.13 -5.59
N -3.58 -1.16 -4.17
C -2.94 0.09 -3.73
C -3.90 1.28 -3.74
C -2.63 -2.25 -3.91
C -2.57 -2.68 -2.45
H -5.75 -2.18 -5.18
H -4.55 -3.19 -5.93
H -5.39 -1.91 -6.89
H -2.99 -1.23 -6.21
H -4.29 -0.15 -5.87
H -2.67 0.02 -2.68
H -2.01 0.25 -4.30
H -3.51 2.05 -3.07
H -4.18 1.65 -4.72
H -4.85 1.01 -3.26
H -1.63 -1.97 -4.28
H -2.92 -3.15 -4.45
H -3.54 -3.07 -2.16
H -2.26 -1.89 -1.76
H -1.89 -3.53 -2.33
C 7.80 -0.65 -3.36
C 7.80 -0.25 -1.89
N 6.86 0.83 -1.57
C 7.28 1.57 -0.37
C 7.34 0.77 0.92
C 5.47 0.43 -1.55
C 4.50 1.55 -1.90
H 8.09 0.21 -3.97
H 6.79 -0.93 -3.68
H 8.53 -1.43 -3.54
H 7.62 -1.15 -1.28
H 8.79 0.11 -1.62
H 8.29 1.94 -0.58
H 6.56 2.39 -0.30
H 7.69 1.43 1.72
H 6.39 0.33 1.24
H 8.05 -0.05 0.81
H 5.19 0.19 -0.50
H 5.22 -0.45 -2.16
H 4.60 2.35 -1.17
H 3.46 1.20 -1.90
H 4.73 1.92 -2.90
C 4.50 -3.65 -0.84
C 4.84 -4.62 0.29
N 6.26 -4.58 0.62
C 6.65 -5.60 1.61
C 6.66 -6.97 0.94
C 6.70 -3.25 1.08
C 6.12 -2.77 2.42
H 3.64 -3.93 -1.44
H 5.30 -3.59 -1.59
H 4.41 -2.64 -0.44
H 4.28 -4.29 1.18
H 4.51 -5.63 0.07
H 7.68 -5.45 1.91
H 5.94 -5.55 2.45
H 7.32 -6.99 0.07
H 6.92 -7.77 1.63
H 5.71 -7.30 0.50
H 6.49 -2.51 0.31
H 7.79 -3.24 1.13
H 6.43 -3.43 3.23
H 5.03 -2.75 2.41
H 6.45 -1.76 2.64
C 1.02 -2.37 2.97
C 2.27 -1.50 3.10
N 1.98 -0.10 2.72
C 3.20 0.72 2.59
C 3.03 1.65 1.37
C 0.93 0.55 3.50
C 1.20 0.78 4.98
H 1.40 -3.35 3.28
H 0.63 -2.37 1.95
H 0.21 -2.10 3.64
H 2.70 -1.57 4.11
H 3.06 -1.89 2.45
H 4.08 0.11 2.41
H 3.35 1.37 3.46
H 2.24 2.37 1.58
H 2.87 1.18 0.40
H 3.95 2.24 1.29
H 0.63 1.49 3.02
H 0.05 -0.08 3.44
H 2.12 1.34 5.19
H 0.40 1.39 5.40
H 1.30 -0.12 5.59
C -3.67 3.09 5.49
C -4.06 1.64 5.66
N -3.49 0.82 4.60
C -4.09 1.16 3.31
C -5.61 1.04 3.13
C -3.65 -0.62 4.89
C -2.69 -1.48 4.09
H -3.93 3.68 6.37
H -4.19 3.56 4.65
H -2.60 3.15 5.29
H -3.67 1.32 6.64
H -5.14 1.47 5.80
H -3.83 2.18 3.03
H -3.58 0.55 2.55
H -6.14 1.80 3.70
H -5.83 1.24 2.07
H -6.03 0.05 3.33
H -4.69 -0.93 4.75
H -3.41 -0.74 5.95
H -2.78 -2.54 4.30
H -1.68 -1.26 4.43
H -2.77 -1.30 3.01
C -1.67 4.05 -4.50
C -1.10 4.49 -3.13
N 0.37 4.48 -3.19
C 1.02 3.22 -3.49
C 2.49 3.47 -3.86
C 0.92 5.26 -2.07
C 0.76 4.59 -0.70
H -1.44 3.00 -4.67
H -1.24 4.71 -5.25
H -2.75 4.20 -4.47
H -1.49 5.48 -2.94
H -1.47 3.75 -2.41
H 0.95 2.52 -2.64
H 0.53 2.71 -4.32
H 3.09 3.57 -2.96
H 2.93 2.66 -4.45
H 2.58 4.34 -4.51
H 0.39 6.21 -2.06
H 1.97 5.47 -2.29
H 1.15 5.21 0.11
H 1.25 3.62 -0.67
H -0.29 4.47 -0.41
C -6.04 -3.11 2.88
C -6.99 -2.84 1.71
N -6.62 -1.63 0.98
C -7.80 -1.15 0.23
C -8.82 -0.49 1.14
C -5.54 -1.95 0.04
C -4.76 -0.65 -0.23
H -6.15 -2.36 3.67
H -5.00 -3.02 2.54
H -6.11 -4.10 3.33
H -7.00 -3.70 1.02
H -8.01 -2.88 2.10
H -7.42 -0.39 -0.46
H -8.20 -2.00 -0.35
H -8.34 0.24 1.79
H -9.52 0.11 0.56
H -9.35 -1.24 1.73
H -5.89 -2.46 -0.86
H -4.82 -2.62 0.51
H -5.40 0.22 -0.37
H -4.22 -0.76 -1.17
H -4.12 -0.45 0.63
C -1.01 1.16 0.49
N 0.16 0.35 0.40
C 0.48 -0.28 -0.75
C 1.70 -1.17 -0.70
O -0.10 -0.05 -1.81
H -1.79 0.74 -0.15
H -0.88 2.22 0.26
H -1.45 1.12 1.49
H 0.81 0.22 1.18
H 1.70 -1.91 -1.50
H 1.97 -1.64 0.24
H 2.50 -0.52 -1.07
```

---

Repeat the third record exactly.
Molecular formula: C29H37NO8S3
Method: DFT, ωB97M-V with the def2-TZVPD basis set

lowest unoccupied orbital energy: 0.58 eV
SMILES: CC(=O)OCc1cccc2c1Nc1cc(Cc3ccccc3C)ccc1S2.CCOS(C)(=O)=O.CCOS(C)(=O)=O
total charge: 0

XYZ file:
```
78
C29H37NO8S3, DFT ωB97M-V with the def2-TZVPD basis set
C 1.82 -0.47 -0.18
C 0.53 -0.91 -0.77
O 0.00 -1.94 -0.46
O 0.04 -0.08 -1.70
C -1.38 -0.17 -1.91
C -2.07 0.48 -0.76
C -2.78 -0.23 0.20
C -3.37 0.42 1.28
C -3.25 1.79 1.44
C -2.53 2.51 0.49
C -1.97 1.87 -0.61
N -1.25 2.63 -1.59
C -0.23 3.43 -0.97
C 1.07 3.35 -1.43
C 2.07 4.12 -0.82
C 3.49 3.96 -1.32
C 4.12 2.72 -0.74
C 4.18 2.55 0.65
C 4.75 1.42 1.22
C 5.28 0.41 0.42
C 5.21 0.56 -0.96
C 4.64 1.69 -1.55
C 4.59 1.75 -3.06
C 1.73 4.97 0.22
C 0.42 5.05 0.70
C -0.55 4.26 0.10
S -2.25 4.26 0.62
H 2.61 -1.15 -0.49
H 1.75 -0.52 0.90
H 2.11 0.53 -0.48
H -1.70 -1.19 -2.08
H -1.57 0.40 -2.81
H -2.85 -1.30 0.11
H -3.91 -0.14 2.03
H -3.67 2.30 2.30
H -1.90 3.28 -2.03
H 1.31 2.68 -2.24
H 4.08 4.84 -1.07
H 3.43 3.82 -2.39
H 3.77 3.30 1.30
H 4.79 1.33 2.30
H 5.73 -0.46 0.86
H 5.61 -0.22 -1.57
H 4.91 2.73 -3.41
H 3.57 1.59 -3.40
H 5.21 0.97 -3.49
H 2.48 5.59 0.70
H 0.17 5.71 1.51
C 1.66 -3.76 -4.44
C 1.94 -4.23 -3.02
O 3.26 -4.80 -2.87
S 4.50 -3.79 -2.84
C 5.70 -4.94 -2.27
O 4.26 -2.80 -1.84
O 4.82 -3.40 -4.18
H 2.30 -2.92 -4.71
H 0.62 -3.44 -4.52
H 1.85 -4.56 -5.15
H 1.81 -3.42 -2.30
H 1.26 -5.03 -2.75
H 5.44 -5.26 -1.27
H 6.66 -4.42 -2.27
H 5.74 -5.78 -2.96
C -7.50 -3.69 4.63
C -7.84 -2.46 3.80
O -8.01 -1.28 4.61
S -6.71 -0.58 5.19
C -7.46 0.92 5.71
O -5.80 -0.33 4.11
O -6.26 -1.30 6.34
H -6.52 -3.60 5.09
H -7.49 -4.57 3.99
H -8.23 -3.83 5.43
H -7.09 -2.27 3.03
H -8.80 -2.60 3.31
H -7.83 1.45 4.84
H -6.69 1.50 6.22
H -8.27 0.69 6.40
```

---

Q: Look up the lowest unoccupied orbital energy of the third one.
A: 0.58 eV

---

Please write out number 3 again, unchanged.
Molecular formula: C29H37NO8S3
Method: DFT, ωB97M-V with the def2-TZVPD basis set

lowest unoccupied orbital energy: 0.58 eV
SMILES: CC(=O)OCc1cccc2c1Nc1cc(Cc3ccccc3C)ccc1S2.CCOS(C)(=O)=O.CCOS(C)(=O)=O
total charge: 0

XYZ file:
```
78
C29H37NO8S3, DFT ωB97M-V with the def2-TZVPD basis set
C 1.82 -0.47 -0.18
C 0.53 -0.91 -0.77
O 0.00 -1.94 -0.46
O 0.04 -0.08 -1.70
C -1.38 -0.17 -1.91
C -2.07 0.48 -0.76
C -2.78 -0.23 0.20
C -3.37 0.42 1.28
C -3.25 1.79 1.44
C -2.53 2.51 0.49
C -1.97 1.87 -0.61
N -1.25 2.63 -1.59
C -0.23 3.43 -0.97
C 1.07 3.35 -1.43
C 2.07 4.12 -0.82
C 3.49 3.96 -1.32
C 4.12 2.72 -0.74
C 4.18 2.55 0.65
C 4.75 1.42 1.22
C 5.28 0.41 0.42
C 5.21 0.56 -0.96
C 4.64 1.69 -1.55
C 4.59 1.75 -3.06
C 1.73 4.97 0.22
C 0.42 5.05 0.70
C -0.55 4.26 0.10
S -2.25 4.26 0.62
H 2.61 -1.15 -0.49
H 1.75 -0.52 0.90
H 2.11 0.53 -0.48
H -1.70 -1.19 -2.08
H -1.57 0.40 -2.81
H -2.85 -1.30 0.11
H -3.91 -0.14 2.03
H -3.67 2.30 2.30
H -1.90 3.28 -2.03
H 1.31 2.68 -2.24
H 4.08 4.84 -1.07
H 3.43 3.82 -2.39
H 3.77 3.30 1.30
H 4.79 1.33 2.30
H 5.73 -0.46 0.86
H 5.61 -0.22 -1.57
H 4.91 2.73 -3.41
H 3.57 1.59 -3.40
H 5.21 0.97 -3.49
H 2.48 5.59 0.70
H 0.17 5.71 1.51
C 1.66 -3.76 -4.44
C 1.94 -4.23 -3.02
O 3.26 -4.80 -2.87
S 4.50 -3.79 -2.84
C 5.70 -4.94 -2.27
O 4.26 -2.80 -1.84
O 4.82 -3.40 -4.18
H 2.30 -2.92 -4.71
H 0.62 -3.44 -4.52
H 1.85 -4.56 -5.15
H 1.81 -3.42 -2.30
H 1.26 -5.03 -2.75
H 5.44 -5.26 -1.27
H 6.66 -4.42 -2.27
H 5.74 -5.78 -2.96
C -7.50 -3.69 4.63
C -7.84 -2.46 3.80
O -8.01 -1.28 4.61
S -6.71 -0.58 5.19
C -7.46 0.92 5.71
O -5.80 -0.33 4.11
O -6.26 -1.30 6.34
H -6.52 -3.60 5.09
H -7.49 -4.57 3.99
H -8.23 -3.83 5.43
H -7.09 -2.27 3.03
H -8.80 -2.60 3.31
H -7.83 1.45 4.84
H -6.69 1.50 6.22
H -8.27 0.69 6.40
```